{
  "formula": "C8H32N2O8",
  "method": "ωB97M-V/def2-TZVPD",
  "species": ["C", "O", "N", "N", "H", "H", "H", "H", "C", "O", "H", "H", "H", "H", "C", "O", "H", "H", "H", "H", "C", "O", "H", "H", "H", "H", "C", "O", "H", "H", "H", "H", "C", "O", "H", "H", "H", "H", "C", "O", "H", "H", "H", "H", "C", "O", "H", "H", "H", "H"],
  "xyz": [[23.06200, -5.47900, -0.82200], [24.39500, -5.98400, -0.96200], [22.13000, -5.36200, -1.80000], [22.48400, -5.13300, 0.31600], [22.38400, -5.65100, -2.77100], [21.36500, -4.55700, -1.77800], [23.19200, -4.77600, 1.00800], [21.66300, -4.54000, 0.29400], [21.85500, -5.59700, 4.29200], [22.58800, -4.55800, 4.81600], [22.41800, -6.12300, 3.47500], [21.00700, -4.96500, 3.93800], [21.50300, -6.29900, 5.00000], [22.65000, -4.65400, 5.78800], [23.63500, -2.11800, -1.56800], [25.01000, -2.37000, -1.38600], [23.45100, -1.12700, -2.12100], [23.10500, -1.88200, -0.62800], [23.07600, -2.88400, -2.05200], [25.20400, -3.32200, -1.54700], [24.37900, -8.10600, 1.54900], [25.58400, -7.73500, 0.93500], [23.54800, -8.25700, 0.75100], [23.99900, -7.42600, 2.26400], [24.54100, -8.94800, 2.13500], [25.39900, -7.27700, 0.10000], [25.58000, -4.35000, 1.85500], [24.21200, -4.11200, 2.23300], [25.50600, -4.80200, 0.82100], [26.21800, -5.05000, 2.37400], [26.12700, -3.48800, 1.70000], [24.10500, -4.35500, 3.13600], [24.79800, -2.42600, 5.57600], [23.57000, -2.17000, 4.97300], [25.41800, -3.06100, 4.91000], [24.85500, -3.02700, 6.52400], [25.25600, -1.49400, 5.77400], [23.00700, -2.93100, 4.86600], [21.50800, -1.91700, 2.25400], [20.25600, -2.53300, 2.62200], [22.33600, -2.64500, 2.20500], [21.86700, -1.08800, 2.86400], [21.50900, -1.66600, 1.20800], [20.08400, -2.44400, 3.49100], [24.92000, -0.65900, 1.63000], [23.88800, 0.23600, 1.44000], [24.58000, -1.53200, 2.23600], [25.78100, -0.09700, 2.03900], [25.08800, -1.11400, 0.68000], [23.61700, 0.64600, 2.28800]],
  "spin_multiplicity": 1,
  "smiles": "NC(N)=O.CO.CO.CO.CO.CO.CO.CO",
  "charge": 0,
  "gap_ha": 0.356,
  "lumo_ev": 0.2,
  "de_lowest_kj_mol": 270.3
}